The following is a DFT calculation (ωB97M-V/def2-TZVPD) of a molecular structure, C27H38N5O4Re.

Summary:
* relative energy (zero: lowest compared OMol25 entry of this formula, charge and spin): 8.4 kcal per mole
* 2S+1: 4
* charge: +1

The geometry in XYZ format:
```
75
Properties=species:S:1:pos:R:3:forces:R:3:mulliken_charge:R:1
Re -0.390487 0.211122 0.477466 -0.307 0.045 -0.383 0.848
N 1.656804 0.362677 -0.140513 0.136 -0.018 -0.023 -0.269
C 2.806651 0.378207 0.770255 -0.045 -0.005 0.010 0.959
C 3.982391 0.884099 0.230431 -0.004 -0.038 0.075 -0.571
C 5.130078 0.962266 0.993255 -0.029 0.004 -0.046 -0.659
C 5.076035 0.542036 2.312999 0.036 0.014 -0.006 -0.853
C 3.899503 0.046894 2.837605 -0.008 0.002 -0.014 -1.402
C 2.721776 -0.079540 2.083662 0.019 -0.016 -0.039 0.417
C 1.489506 -0.573099 2.771457 0.030 0.108 0.062 1.532
C 1.644746 -1.265398 3.977636 -0.037 0.006 0.025 -0.872
C 0.580392 -1.502457 4.829503 0.041 -0.016 -0.002 -0.941
C -0.676864 -1.022646 4.507552 -0.077 0.018 -0.001 -0.897
C -0.874636 -0.425149 3.274156 0.085 -0.085 0.006 -0.113
C 0.175979 -0.256857 2.369038 0.192 -0.156 0.208 -0.401
H 1.680391 1.244121 -0.654158 -0.016 0.019 -0.013 0.592
H 1.801488 -0.381401 -0.821544 0.033 -0.022 -0.038 0.223
H 3.987110 1.221789 -0.799455 0.013 0.008 -0.013 0.413
H 6.040604 1.359985 0.568310 0.015 0.005 0.011 0.410
H 5.949032 0.620985 2.945974 0.007 -0.004 0.007 0.417
H 3.884994 -0.213630 3.884062 0.007 0.007 0.005 0.392
H 2.621496 -1.620608 4.271468 0.002 -0.010 -0.003 0.522
H 0.744028 -2.036843 5.755293 0.002 -0.003 0.011 0.412
H -1.506459 -1.144803 5.190651 -0.012 0.003 -0.001 0.445
H -1.871541 -0.109635 3.004002 -0.058 -0.015 -0.014 0.341
C -1.107958 3.126157 1.078792 0.016 -0.179 0.036 -0.663
O -0.240807 2.082636 0.683124 0.147 0.464 0.061 -0.464
H -0.504375 4.005750 1.302082 -0.074 0.019 -0.016 0.303
H -1.665263 2.840818 1.976722 -0.010 0.057 -0.021 0.209
H -1.805773 3.353580 0.268844 0.006 0.056 0.056 0.248
C 0.653060 -1.614418 -3.071011 0.076 -0.003 0.061 -1.426
C -0.792441 -1.518194 -2.600558 -0.036 0.009 -0.057 -0.052
N -1.211675 -2.690605 -1.833774 -0.065 0.022 -0.033 0.664
C -2.013237 -3.691705 -2.554660 0.020 0.040 0.049 -0.860
C -1.217968 -4.491826 -3.571347 0.007 -0.020 -0.021 -1.334
C -0.812425 -2.866338 -0.574849 -0.141 -0.030 0.157 0.926
C -1.024094 -4.208618 0.069647 -0.023 -0.004 -0.054 -1.979
N -0.256975 -1.911379 0.140104 0.161 -0.148 -0.141 -0.159
H 0.984797 -0.659542 -3.479802 -0.003 0.009 -0.020 0.425
H 0.775159 -2.371163 -3.842762 -0.008 0.009 -0.021 0.368
H 1.313558 -1.898841 -2.248344 -0.012 0.036 0.023 0.257
H -1.465676 -1.431387 -3.453726 0.017 -0.017 0.000 0.546
H -0.957605 -0.614287 -2.017451 0.007 0.042 0.040 -0.213
H -2.825070 -3.148159 -3.042247 0.016 -0.014 -0.022 0.382
H -2.484377 -4.347037 -1.827792 0.017 -0.015 -0.039 0.578
H -0.807566 -3.854379 -4.353133 -0.008 0.012 -0.016 0.325
H -1.866431 -5.222421 -4.053692 -0.009 -0.009 0.014 0.445
H -0.393619 -5.026572 -3.098197 0.007 -0.002 0.007 0.279
H -2.076312 -4.322311 0.336778 0.009 0.019 0.037 0.316
H -0.442796 -4.273040 0.985492 -0.008 -0.004 0.015 0.587
H -0.740103 -5.028098 -0.588108 0.000 0.006 -0.005 0.364
H 0.005972 -2.298329 1.038629 0.002 -0.007 0.030 -0.046
C -4.929953 1.382831 2.317806 0.036 0.042 0.022 -1.123
C -5.360045 -0.057478 2.077773 -0.050 -0.109 -0.023 -1.303
C -4.841030 -0.698119 0.759453 0.077 0.022 0.018 2.535
C -5.522948 -2.055502 0.540936 -0.035 0.011 0.046 -1.559
C -5.037196 -2.772331 -0.710226 -0.012 -0.033 -0.040 -1.053
C -5.220367 0.224514 -0.383617 -0.111 -0.008 0.055 -0.357
O -6.349229 0.351439 -0.779865 0.035 0.020 0.031 -0.598
N -4.188156 0.942515 -0.972102 0.144 -0.001 -0.123 0.217
C -2.861879 0.804359 -0.671536 -0.003 0.090 0.032 -0.151
O -1.979884 1.338545 -1.345898 0.063 -0.132 -0.114 -0.680
N -2.477162 0.046412 0.395433 -0.201 -0.244 0.150 1.287
C -3.337865 -0.903038 0.931977 -0.056 0.046 0.055 -0.654
O -2.911977 -1.838318 1.574456 -0.021 0.069 -0.013 -0.608
H -5.257504 1.711558 3.303225 -0.015 0.000 -0.005 0.484
H -5.370033 2.063228 1.587010 -0.004 -0.007 -0.021 0.336
H -3.844866 1.504413 2.278484 0.011 -0.022 0.015 0.090
H -6.449126 -0.121545 2.045325 0.007 0.035 -0.012 0.499
H -5.024755 -0.703602 2.892032 0.006 0.004 -0.013 0.471
H -6.595201 -1.872282 0.475926 -0.001 -0.005 -0.008 0.490
H -5.340266 -2.663271 1.427092 0.017 -0.004 -0.013 0.474
H -5.250990 -2.190490 -1.610139 0.010 0.011 -0.004 0.340
H -5.533430 -3.735461 -0.826898 -0.011 0.000 0.020 0.566
H -3.961837 -2.959158 -0.663268 0.000 0.026 0.015 -0.009
H -4.417315 1.519980 -1.770443 -0.025 -0.007 -0.008 0.334
```
Positions in Å, forces in eV/Å.